Molecular formula: C36H55N4OOsP2
Method: DFT, ωB97M-V/def2-TZVPD

Geometry as XYZ:
```
99
Properties=species:S:1:pos:R:3:mulliken_spin:R:1
C -2.48223 -1.64464 0.79799 -0.0005
C -0.90111 -2.84873 -0.44877 0.0005
C -3.23114 -2.80132 1.00517 0.0331
C -1.67058 -4.00752 -0.35703 0.0492
C -2.84022 -3.98469 0.39330 0.0078
H -4.12722 -2.71558 1.61353 0.0013
H -1.30739 -4.90032 -0.86769 -0.0028
H -3.43849 -4.88664 0.48786 -0.0003
N -1.29136 -1.70204 0.16214 0.1265
P -2.12470 1.04309 0.21932 0.1293
P 1.65801 -1.71508 -0.39837 0.1800
C -2.95601 -0.27860 1.23723 0.0539
H -4.05161 -0.22827 1.15960 0.0032
H -2.72005 -0.12339 2.30427 -0.0003
C 0.34205 -2.73842 -1.22964 0.1504
H 0.67619 -3.64394 -1.72006 -0.0007
C 3.06377 -1.64224 -1.71352 0.0293
C 2.23077 -2.88749 0.97144 0.0098
C -3.32822 1.17367 -1.26309 0.0217
C -2.31906 2.55698 1.34843 0.0169
C 3.07224 -0.24897 -2.35280 -0.0192
H 3.33393 0.52262 -1.62014 0.0052
H 3.83058 -0.22695 -3.15130 0.0001
H 2.10514 0.00117 -2.80275 0.0013
C 4.44525 -1.84305 -1.07774 0.0025
H 4.63107 -1.12057 -0.27420 0.0002
H 4.59969 -2.85930 -0.70035 -0.0002
H 5.20410 -1.67163 -1.85684 0.0011
C 2.86985 -2.66428 -2.84932 0.0071
H 3.73774 -2.57862 -3.52168 0.0007
H 2.83494 -3.70507 -2.51191 -0.0005
H 1.96972 -2.45023 -3.43798 -0.0023
C 3.28471 -2.12515 1.81166 0.0094
H 3.14444 -1.03485 1.77219 0.0016
H 3.17606 -2.42016 2.86440 0.0004
H 4.30867 -2.35994 1.50366 0.0010
C 1.07735 -3.27660 1.91382 -0.0020
H 0.64729 -2.40913 2.42302 0.0002
H 0.28453 -3.82881 1.39863 -0.0007
H 1.49742 -3.93855 2.68575 -0.0001
C 2.78507 -4.19091 0.34883 0.0095
H 2.70051 -4.25819 -0.74199 -0.0033
H 3.83786 -4.33793 0.62278 0.0000
H 2.23087 -5.05264 0.74895 0.0003
C -1.80414 3.80058 0.60742 0.0237
H -1.59436 4.58534 1.34909 0.0004
H -0.86765 3.58894 0.07428 -0.0060
H -2.53534 4.20575 -0.10198 0.0007
C -1.45738 2.37088 2.60810 0.0114
H -1.71602 1.46188 3.16499 0.0015
H -0.38736 2.36483 2.37505 -0.0061
H -1.64039 3.22999 3.27115 0.0001
C -3.77459 2.77056 1.81745 0.0044
H -3.74935 3.35722 2.74736 0.0020
H -4.36361 3.35348 1.10077 0.0002
H -4.29620 1.83343 2.04933 -0.0002
C -3.31253 -0.13183 -2.08688 0.0041
H -4.23484 -0.19112 -2.68449 0.0024
H -2.46617 -0.15101 -2.78047 0.0070
H -3.27002 -1.02949 -1.45989 0.0007
C -2.87306 2.32668 -2.16895 0.0174
H -1.80729 2.24697 -2.42238 -0.0052
H -3.44724 2.27838 -3.10721 -0.0004
H -3.05785 3.31053 -1.72217 0.0010
C -4.78991 1.40921 -0.84543 0.0090
H -5.17034 0.63140 -0.17316 -0.0003
H -4.95375 2.39286 -0.39682 -0.0002
H -5.40188 1.37469 -1.75969 0.0002
Os 0.01051 0.03737 -0.07472 2.0958
C 0.49544 0.05544 1.68984 0.0157
O 0.80520 0.03167 2.83987 0.1301
N -0.25127 -0.35165 -2.12577 0.5679
C -0.15337 -1.52097 -2.56614 0.0155
C -0.50444 -2.07990 -3.86210 -0.0081
C -0.47887 -1.17455 -4.93265 0.0294
C -0.88347 -3.42011 -4.05934 -0.0153
C -0.75376 -1.62304 -6.22627 -0.0034
H -0.23084 -0.13249 -4.71938 0.0029
C -1.17847 -3.85997 -5.35502 0.0058
H -0.96194 -4.09605 -3.20689 0.0009
C -1.09774 -2.96514 -6.43280 0.0232
H -0.69423 -0.91670 -7.05129 0.0011
H -1.46811 -4.89554 -5.51722 0.0003
H -1.31024 -3.31457 -7.44324 -0.0002
C 3.62225 3.99170 1.42315 -0.0002
C 2.67506 3.34892 0.49532 0.0600
C 2.27586 3.67234 -0.78528 0.0429
C 1.38867 2.69121 -1.21900 -0.0170
N 1.22333 1.79068 -0.20681 0.1499
N 2.01709 2.22715 0.81190 -0.0207
C 0.77434 2.58965 -2.55594 -0.0027
H 4.61398 4.07206 0.95753 0.0048
H 3.29232 5.01122 1.66344 0.0060
H 3.72646 3.43155 2.36000 0.0003
H 2.60257 4.52147 -1.36529 0.0024
H 2.15168 1.75810 1.70996 0.0055
H 0.06001 3.41147 -2.71921 0.0014
H 1.55158 2.67936 -3.33302 0.0018
H 0.26220 1.63217 -2.70571 0.0158
```

As for the net charge: +3. Its spin multiplicity is 5. Its total energy is -67249.4371 eV. Its energy relative to the best compared isomer or geometry (same formula, charge and spin) is 0.0000 eV. The HOMO-LUMO gap (spin up / spin down) is 5.572 / 4.762 eV.